# 1
C4H5F3N2 | ωB97M-V with the def2-TZVPD basis set

Output
lowest unoccupied orbital energy (alpha / beta)	-0.689 / -0.689	eV
gap between HOMO and LUMO (alpha / beta)	0.333 / 0.333	hartree

Geometry as ORCA input:
```
! wB97M-V def2-TZVPD RIJCOSX def2/J DEFGRID3
* xyz 0 1
C -0.9570 0.3682 1.4189
C -1.0972 -0.9586 1.0471
C 0.1402 1.0018 0.5010
C 1.2825 -0.1756 -1.4032
N -0.3814 -1.1725 -0.0977
N 0.3380 -0.1760 -0.3547
F -0.2760 2.1574 -0.1042
F -1.5952 -1.2117 -1.3037
F 1.3024 1.2829 1.1472
H -1.4681 0.7809 2.2727
H -1.8107 -1.6176 1.4707
H 0.7587 -0.5839 -2.2292
H 2.2144 -0.5989 -0.8448
H 1.5493 0.9036 -1.5200
*
```

***

# 2
C7H8N2O5 | ωB97M-V with the def2-TZVPD basis set

Output
lowest unoccupied orbital energy	-1.367	eV
SMILES	O=[N+]([O-])c1ccc(/C=[N+](/[O-])CCO)o1
gap between HOMO and LUMO	0.264	hartree

Geometry as ORCA input:
```
! wB97M-V def2-TZVPD RIJCOSX def2/J DEFGRID3
* xyz 0 1
O 2.5245 -0.3417 2.6835
N 2.2801 -1.5123 2.4305
O 2.7884 -2.4213 3.0699
C 1.3563 -1.7632 1.3907
C 0.9500 -2.9940 0.9554
C 0.0402 -2.7344 -0.1438
C -0.1093 -1.3733 -0.2741
C -0.9894 -0.6392 -1.1694
N -1.0435 0.7673 -1.3055
O -1.7836 1.1395 -2.2213
C -0.3562 1.7098 -0.4041
C -0.9418 3.1487 -0.4481
O -0.9567 3.5752 -1.7972
O 0.7149 -0.7811 0.6639
H 1.2280 -3.9810 1.3547
H -0.5410 -3.4612 -0.7226
H -1.5727 -1.2748 -1.8167
H 0.7097 1.6782 -0.6614
H -0.5078 1.3602 0.6137
H -1.9516 3.0913 -0.0127
H -0.3601 3.8394 0.1817
H -1.4784 2.9679 -2.3670
*
```

***

# 3
C9H10 | ωB97M-V with the def2-TZVPD basis set

Output
lowest unoccupied orbital energy (alpha / beta)	-0.076 / -0.076	eV
gap between HOMO and LUMO (alpha / beta)	0.280 / 0.280	hartree

Geometry as ORCA input:
```
! wB97M-V def2-TZVPD RIJCOSX def2/J DEFGRID3
* xyz 0 1
C -2.4562 1.2078 -0.0514
C -2.3636 0.7506 -1.3663
C -1.3516 0.8128 0.8160
C 0.3781 -1.2916 0.3333
C 0.9383 0.6167 -0.4710
C -1.3603 -0.2979 -1.3033
C -0.4107 -0.0613 -0.1809
C 1.5942 -0.4453 0.0051
C 3.0044 -0.8296 0.1937
H -3.3332 1.7471 0.3720
H -3.1202 1.0053 -2.0982
H -1.0421 1.5658 1.5257
H -1.6795 0.0730 1.5385
H 0.2899 -1.7185 1.4399
H 0.2109 -2.1056 -0.4617
H 1.0444 1.5912 -1.0351
H 3.0705 -1.7008 -0.4066
H 3.1570 -1.0129 1.2454
H 3.4297 0.0933 -0.0950
*
```

***

# 4
C2H7N2 | ωB97M-V with the def2-TZVPD basis set

Output
lowest unoccupied orbital energy	-4.416	eV
SMILES	C/[NH+]=C/N
gap between HOMO and LUMO	0.416	hartree

Geometry as ORCA input:
```
! wB97M-V def2-TZVPD RIJCOSX def2/J DEFGRID3
* xyz 1 1
C 0.8247 0.2049 1.4059
N 0.5749 -0.1840 0.0132
C -0.5112 0.2042 -0.5933
N -1.0121 -0.3311 -1.6940
H 1.1631 -0.6468 1.9845
H 1.5578 1.0119 1.4528
H -0.0902 0.5504 1.8767
H 1.3177 -0.6628 -0.4804
H -0.9156 1.1560 -0.2483
H -0.9846 -1.3415 -1.7838
H -1.9245 0.0388 -1.9333
*
```

***

# 5
C3H2N3O2 | ωB97M-V with the def2-TZVPD basis set

Output
lowest unoccupied orbital energy	3.742	eV
gap between HOMO and LUMO	0.273	hartree

Geometry as ORCA input:
```
! wB97M-V def2-TZVPD RIJCOSX def2/J DEFGRID3
* xyz -1 1
C -1.0384 0.4969 0.4689
C 0.5213 0.8117 -0.9791
C 2.8193 1.7241 -2.0678
N -0.7226 1.2836 -0.5682
N -0.2028 -0.4944 0.8168
N 0.8491 -0.2188 -0.0896
O 3.0493 2.3979 -1.1624
O 2.9617 1.1168 -3.0654
H -1.8599 0.8324 1.1395
H 1.4906 -0.9903 -0.0908
*
```

***

# 6
CH6N2O2 | ωB97M-V with the def2-TZVPD basis set

Output
lowest unoccupied orbital energy (alpha / beta)	0.828 / 0.800	eV
gap between HOMO and LUMO (alpha / beta)	0.349 / 0.337	hartree

Geometry as ORCA input:
```
! wB97M-V def2-TZVPD RIJCOSX def2/J DEFGRID3
* xyz 0 1
C 1.0030 -0.1325 -0.4502
N -1.8687 0.6239 0.3731
N -0.4835 -1.7579 0.1006
O 0.1985 -0.7450 0.6329
O -1.9658 -0.0881 -0.6750
H 2.0152 -0.5593 -0.4146
H 1.0296 0.9333 -0.2133
H 0.6943 -0.3473 -1.4271
H -1.4299 1.5097 0.1411
H -2.3313 0.3208 1.2308
H -1.2047 -1.8644 0.7544
*
```

***

Computed values of relative energy (zero: lowest compared OMol25 entry of this formula, charge and spin) (unit: kcal per mole) for the preceding records, in sequence: 86.0; 82.9; 104.5; 10.8; 40.0; 177.5.